(1)
Molecular formula: C4H8BrNO
Method: DFT, ωB97M-V/def2-TZVPD

Summary:
Multiplicity ... 3
Frontier orbital gap (alpha / beta) ... 8.335 / 8.735 eV
LUMO level (alpha / beta) ... 0.61 / -1.29 eV
Highest occupied orbital energy (alpha / beta) ... -0.2840 / -0.3683 hartree
ΔE to the lowest compared entry with this formula, charge and spin ... 0.00 kJ/mol

```
15
Properties=species:S:1:pos:R:3:nbo_charge:R:1
C -0.49892 -1.04170 0.18847 0.5462
C 0.27528 0.26669 -1.89797 -0.7173
C -0.47773 1.59348 1.07480 -0.5243
C 0.53553 -0.32477 -0.56042 -0.0283
N 0.01640 -1.81421 1.18444 -0.8202
O -1.65695 -1.03177 -0.22218 -0.5896
Br 2.29236 -0.15103 0.10069 0.0782
H 1.22348 0.81290 -2.18088 0.2352
H 0.26991 -0.61708 -2.67518 0.2425
H -0.73185 0.76223 -2.07465 0.2671
H -1.55750 1.62722 1.06616 0.1783
H 0.00666 1.28093 1.98058 0.1603
H 0.08880 2.45543 0.48175 0.1759
H 0.84658 -1.55614 1.72572 0.4020
H -0.63205 -2.26217 1.80867 0.3939
```

(2)
Molecular formula: C4H8Cl2Si
Method: DFT, ωB97M-V/def2-TZVPD

Summary:
Multiplicity ... 1
Frontier orbital gap (alpha / beta) ... 8.166 / 8.157 eV
LUMO level (alpha / beta) ... -0.86 / -0.03 eV
Highest occupied orbital energy (alpha / beta) ... -0.3315 / -0.3009 hartree
ΔE to the lowest compared entry with this formula, charge and spin ... 455.14 kJ/mol

```
15
Properties=species:S:1:pos:R:3:nbo_charge:R:1
C -2.43534 -0.46653 0.36957 -0.3069
C -1.48967 -0.77907 -0.51148 -0.2800
C 1.63739 0.57882 2.06543 -0.4847
C -0.42019 0.12245 -0.60487 -0.6154
Si 1.12629 0.05407 -1.60934 1.2853
Cl 1.93903 1.69304 -2.39208 -0.3309
Cl 0.47575 -1.42874 -2.80472 -0.3724
H -3.35924 -1.01859 0.37872 0.1935
H -2.31219 0.40879 1.06476 0.1950
H -1.34777 -1.69002 -1.08332 0.2294
H 2.00953 1.59694 1.67515 0.1744
H 1.08907 0.59171 2.89067 0.1432
H 1.57603 -0.34527 1.49004 0.1722
H -0.65306 1.13150 -0.11140 0.2081
H 2.16438 -0.44910 -0.81712 -0.2108
```

Number 2 is which compound? C4H8Cl2Si

Which formula does entry 2 have? C4H8Cl2Si

The lowest multiplicity belongs to which entry? C4H8Cl2Si